Entry from the OMol25 dataset: a structure of composition C12H24Li6O11P2 in a non-equilibrium geometry (ωB97M-V with the def2-TZVPD basis set).

Last column: Löwdin spin population.
CARTESIAN COORDINATES (ANGSTROEM)
Li1 -1.8533 0.6050 0.0953  0.00
Li2 -0.3285 0.6974 3.2352  0.00
Li3 -2.2194 -2.9420 3.2073  0.00
Li4 -1.6096 -2.4493 -0.2478  0.00
Li5 0.6215 -2.2216 3.2884  0.00
Li6 -2.7730 0.0199 3.5169  0.00
P1 -1.6919 -1.4748 5.1619  0.02
O1 -0.8665 -2.6510 4.5124  0.01
O2 -1.9933 -1.5951 6.6745  0.77
O3 -3.0992 -1.5990 4.4746  0.16
O4 -1.1473 -0.0643 4.8256  0.05
P2 -0.7810 -0.8893 1.4684  0.00
O5 0.5661 -0.6430 2.2880  0.00
O6 -1.7947 0.2103 1.9546  0.00
O7 -1.4363 -2.2278 1.6958  0.00
O8 -0.6595 -0.7964 -0.0296  0.00
C1 1.1960 -3.7466 -3.0187  0.00
C2 0.1986 -4.7409 -3.3849  0.00
C3 -0.8612 -4.6938 -2.1764  0.00
O9 -0.3797 -3.7731 -1.2278  0.00
C4 0.4439 -2.8506 -2.0380  0.00
H1 1.7154 -3.2184 -3.8183  0.00
H2 2.0666 -4.1995 -2.5443  0.00
H3 0.5375 -5.7749 -3.4489  0.00
H4 -0.2502 -4.5915 -4.3669  0.00
H5 -1.0433 -5.6310 -1.6506  0.00
H6 -1.8593 -4.3409 -2.4361  0.00
H7 1.0626 -2.2341 -1.3859  0.00
H8 -0.2431 -2.1437 -2.5033  0.00
C5 3.2231 2.3402 -1.2080  0.00
C6 2.3962 1.0696 -1.3046  0.00
C7 2.4514 0.6495 0.2212  0.00
O10 3.7108 1.0351 0.6477  0.00
C8 4.1990 2.1997 0.0265  0.00
H9 2.5912 3.1579 -0.8613  0.00
H10 3.5996 2.7290 -2.1541  0.00
H11 2.8848 0.2908 -1.8903  0.00
H12 1.4418 1.1986 -1.8151  0.00
H13 2.4117 -0.4251 0.3993  0.00
H14 1.6215 1.1117 0.7557  0.00
H15 5.1886 1.9639 -0.3649  0.00
H16 4.2430 3.0187 0.7444  0.00
C9 -2.4313 4.2385 -1.0682  0.00
C10 -0.8662 4.4184 -0.8860  0.00
C11 -0.5114 3.2911 0.0533  0.00
O11 -1.7335 2.6261 0.3593  0.00
C12 -2.8529 3.4219 0.1323  0.00
H17 -2.3847 3.6389 -1.9773  0.00
H18 -3.0080 5.1602 -1.1448  0.00
H19 -0.7095 5.4294 -0.5100  0.00
H20 -0.2408 4.1834 -1.7473  0.00
H21 0.0151 3.5921 0.9590  0.00
H22 0.2190 2.5959 -0.3606  0.00
H23 -3.1648 4.0796 0.9436  0.00
H24 -3.8119 2.9455 -0.0712  0.00

Spin multiplicity: 2
Kohn-Sham gap (spin up / spin down) (eV): 8.51 / 6.59
Electronic energy (hartree): -2027.60864
Charge: +1

Entry from the OMol25 dataset: a cluster of 3 separate species, C14H31N2O3 in total in a non-equilibrium geometry (ωB97M-V with the def2-TZVPD basis set).

Last column: natural (NBO) charge in e.
CARTESIAN COORDINATES (ANGSTROEM)
C1 -4.2211 0.5630 2.4232  -0.67
C2 -2.6958 0.1426 2.4233  -0.09
O1 -1.7854 1.1869 2.0229  -0.52
C3 -1.2724 1.0143 0.7175  0.09
N1 -1.8079 2.1415 -0.1124  -0.31
C4 -1.3872 3.4358 0.2165  -0.04
C5 -2.1358 4.2126 -0.7780  -0.03
N2 -2.8926 3.3210 -1.5412  -0.47
C6 -2.6906 2.0132 -1.1323  0.23
H1 -4.3910 1.6630 2.2581  0.22
H2 -4.6475 0.3463 3.4469  0.24
H3 -4.8470 -0.0439 1.7070  0.22
H4 -2.5911 -0.8194 1.8572  0.19
H5 -2.4345 -0.1047 3.4936  0.21
H6 -1.5605 0.0577 0.2104  0.20
H7 -0.1505 1.0509 0.7788  0.23
H8 -0.7022 3.7892 1.0118  0.29
H9 -2.1139 5.3236 -0.8705  0.27
H10 -3.5298 3.5865 -2.2925  0.46
H11 -3.1383 1.0724 -1.5178  0.28
C7 3.5141 3.2496 0.7598  -0.64
C8 3.2576 1.8260 1.2252  -0.06
O2 2.9688 0.9273 0.1639  -0.55
C9 3.9905 0.7509 -0.8104  -0.06
C10 5.2766 0.1802 -0.2405  -0.65
H12 2.6970 3.6010 0.1242  0.20
H13 3.6085 3.9194 1.6166  0.22
H14 4.4348 3.3213 0.1779  0.21
H15 2.3793 1.8249 1.8764  0.17
H16 4.0913 1.4521 1.8274  0.17
H17 4.1759 1.6897 -1.3426  0.16
H18 3.5927 0.0501 -1.5477  0.18
H19 5.7615 0.8840 0.4394  0.21
H20 5.9810 -0.0459 -1.0427  0.22
H21 5.0770 -0.7338 0.3229  0.22
C11 -1.4391 -5.4591 -1.5473  -0.65
C12 -1.9273 -4.0625 -1.2053  -0.06
O3 -1.2155 -3.4590 -0.1341  -0.55
C13 0.1751 -3.2556 -0.3391  -0.07
C14 0.4842 -2.3289 -1.5010  -0.64
H22 -1.4155 -6.0880 -0.6550  0.22
H23 -2.0947 -5.9211 -2.2876  0.22
H24 -0.4290 -5.4406 -1.9620  0.20
H25 -2.9689 -4.1250 -0.8823  0.19
H26 -1.9136 -3.4136 -2.0882  0.15
H27 0.6891 -4.2152 -0.4517  0.17
H28 0.5571 -2.8066 0.5806  0.19
H29 0.1988 -2.7745 -2.4563  0.21
H30 1.5529 -2.1110 -1.5413  0.23
H31 -0.0650 -1.3885 -1.4018  0.18

Energy above the lowest of the compared OMol25 structures with the same formula, charge and spin (kcal per mole): 69.2
Kohn-Sham gap (eV): 8.85
Electronic energy (hartree): -886.94610
Charge: +1

Entry from the OMol25 dataset: an isolated molecule of C5H6OS2 in a non-equilibrium geometry (ωB97M-V with the def2-TZVPD basis set).

Last column: natural (NBO) charge in e.
CARTESIAN COORDINATES (ANGSTROEM)
O1 0.6208 -0.5024 -2.0506  -0.52
C1 0.2934 -0.1079 -0.9495  0.63
C2 1.1479 -0.4142 0.2719  -0.59
C3 0.7439 -1.8355 0.7379  -0.26
S1 0.9805 -2.4586 2.2108  0.11
C4 -1.0239 0.6774 -0.7343  -0.61
C5 -1.0948 1.6771 0.3691  -0.27
S2 -0.7538 3.2588 0.3141  0.11
H1 2.1838 -0.4853 -0.0458  0.27
H2 1.0249 0.3249 1.0265  0.24
H3 0.3563 -2.3453 -0.1646  0.20
H4 -1.2505 1.1065 -1.7229  0.26
H5 -1.7658 -0.1223 -0.5903  0.25
H6 -1.4627 1.2269 1.3277  0.20

Energy above the lowest of the compared OMol25 structures with the same formula, charge and spin (kcal per mole): 39.0
Kohn-Sham gap (eV): 8.41
Electronic energy (hartree): -1065.66651
Charge: 0

Entry from the OMol25 dataset: a cluster of 2 separate species, C3H9O2S in total (ωB97M-V with the def2-TZVPD basis set).

Last column: natural (NBO) charge in e.
CARTESIAN COORDINATES (ANGSTROEM)
C1 0.1077 0.1620 0.8193  -0.03
O1 0.8432 0.9660 0.0214  -0.96
C2 -0.3956 -1.0633 0.0292  -0.44
C3 -1.2102 -0.5963 -1.1700  -0.50
S1 -1.3878 -1.9019 -2.4499  -0.13
H1 0.5966 -0.2029 1.7375  0.11
H2 -0.7891 0.6763 1.2541  0.08
H3 -0.9269 -1.8302 0.6040  0.17
H4 0.4894 -1.5863 -0.3349  0.19
H5 -2.2396 -0.3769 -0.8845  0.19
H6 -0.6814 0.2589 -1.5826  0.26
H7 -0.5585 -1.4036 -3.3543  0.11
H8 1.6612 1.8076 1.2538  0.52
H9 2.6798 2.7391 1.9546  0.43
O2 1.8113 2.3518 2.1022  -1.02

Energy above the lowest of the compared OMol25 structures with the same formula, charge and spin (kcal per mole): 10.9
Kohn-Sham gap (eV): 6.38
Electronic energy (hartree): -668.37652
Charge: -1

Entry from the OMol25 dataset: a structure of composition C2H3NO in a non-equilibrium geometry (ωB97M-V with the def2-TZVPD basis set).

Last column: natural (NBO) charge in e.
CARTESIAN COORDINATES (ANGSTROEM)
C1 -0.5632 -0.0329 -0.5375  -0.21
C2 0.2639 0.9844 -0.1493  0.16
N1 0.3681 -0.9801 -0.2507  -0.04
O1 1.2715 0.0941 0.2896  -0.39
H1 -1.5829 -0.2345 -0.5204  0.22
H2 0.5744 2.0601 -0.2460  0.22
H3 -0.3318 -1.8912 1.4144  0.05

Energy above the lowest of the compared OMol25 structures with the same formula, charge and spin (kcal per mole): 169.8
Kohn-Sham gap (spin up / spin down) (eV): 9.18 / 8.34
Electronic energy (hartree): -207.72714
Charge: 0

Entry from the OMol25 dataset: an isolated molecule of C4H10N2OS in a non-equilibrium geometry (ωB97M-V with the def2-TZVPD basis set).

Last column: natural (NBO) charge in e.
CARTESIAN COORDINATES (ANGSTROEM)
N1 1.6891 1.2430 1.5394  -0.83
C1 0.3207 0.9113 1.0456  -0.24
C2 0.3700 0.0082 -0.1934  -0.07
C3 -0.4270 -1.2594 -0.0581  -0.52
S1 0.2023 -2.4230 1.2005  -0.07
N2 -0.1506 0.7569 -1.3561  -0.62
C4 -1.2701 0.5901 -2.1119  0.53
O1 -2.2620 -0.0415 -1.8026  -0.61
H1 2.3311 0.4737 1.3449  0.34
H2 1.6964 1.1762 2.5513  0.36
H3 -0.0981 1.8836 0.8323  0.20
H4 -0.2281 0.3879 1.8307  0.19
H5 1.3979 -0.2735 -0.4210  0.20
H6 -1.4906 -1.1171 0.0915  0.25
H7 -0.4373 -1.7943 -0.9986  0.23
H8 -0.6839 -3.3942 0.9755  0.14
H9 0.3394 1.6312 -1.4713  0.40
H10 -1.2991 1.2409 -2.9989  0.12

Energy above the lowest of the compared OMol25 structures with the same formula, charge and spin (kcal per mole): 31.0
Kohn-Sham gap (eV): 9.96
Electronic energy (hartree): -741.32857
Charge: 0

Please write out number 5 again, unchanged.
Entry from the OMol25 dataset: a structure of composition C2H3NO in a non-equilibrium geometry (ωB97M-V with the def2-TZVPD basis set).

Last column: natural (NBO) charge in e.
CARTESIAN COORDINATES (ANGSTROEM)
C1 -0.5632 -0.0329 -0.5375  -0.21
C2 0.2639 0.9844 -0.1493  0.16
N1 0.3681 -0.9801 -0.2507  -0.04
O1 1.2715 0.0941 0.2896  -0.39
H1 -1.5829 -0.2345 -0.5204  0.22
H2 0.5744 2.0601 -0.2460  0.22
H3 -0.3318 -1.8912 1.4144  0.05

Energy above the lowest of the compared OMol25 structures with the same formula, charge and spin (kcal per mole): 169.8
Kohn-Sham gap (spin up / spin down) (eV): 9.18 / 8.34
Electronic energy (hartree): -207.72714
Charge: 0